[1]
A molecular structure, C2H6IN3S, computed with wB97M-V/def2-TZVPD.

Summary:
spin multiplicity: 1
DFT total energy: -25573.4156 eV
E_LUMO (alpha / beta): -1.05 / -1.07 eV
frontier orbital gap (alpha / beta): 7.1 / 7.1 eV
max |F|: 4.8 eV/A
charge: 0
relative energy (zero: lowest compared OMol25 entry of this formula, charge and spin): 90.86 kcal/mol
HOMO (alpha / beta): -8.19 / -8.18 eV

```
13
Properties=species:S:1:pos:R:3:forces:R:3:nbo_charge:R:1
C 1.67092 0.74637 -0.42923 -0.94 0.38 1.07 -0.754
C 0.23443 -0.93011 1.10950 0.34 1.90 -1.13 -0.009
N -1.61004 -0.29057 -1.32021 0.52 2.82 -0.15 -0.217
N -0.87568 -1.15107 -1.17655 -1.49 -0.81 -1.54 -0.001
N -0.18635 0.23817 1.41463 2.96 -2.30 -3.04 -0.654
S 1.31589 -1.02523 -0.34639 0.65 1.09 1.78 0.312
I -3.54490 0.03574 0.18820 -0.21 0.14 0.11 -0.382
H 0.74868 1.34079 -0.77334 1.48 -0.86 0.26 0.217
H 2.49268 0.69984 -1.12572 0.29 0.92 -0.24 0.226
H 1.93026 1.13515 0.62740 -0.23 -0.65 -1.91 0.261
H 0.09816 -1.96280 1.38263 -0.76 -0.07 1.08 0.197
H -1.52516 0.74841 -1.70411 -0.21 -2.49 0.72 0.432
H -0.74890 0.41530 2.15318 -2.39 -0.07 2.99 0.371
```
Forces are in eV/Å.


[2]
3 unconnected molecules or ions with the total composition C3H14NO2, computed with wB97M-V/def2-TZVPD.

Summary:
spin multiplicity: 1
DFT total energy: -8916.9857 eV
E_LUMO: -3.19 eV
frontier orbital gap: 12.2 eV
max |F|: 1.9 eV/A
charge: +1
relative energy (zero: lowest compared OMol25 entry of this formula, charge and spin): 18.45 kcal/mol
HOMO: -15.37 eV

```
20
Properties=species:S:1:pos:R:3:forces:R:3:nbo_charge:R:1
C 0.79885 -0.01411 0.07459 1.27 1.17 -0.67 -0.235
C 1.47760 -0.42614 -1.24552 -0.37 -0.85 0.40 -0.425
C 2.19744 0.70897 -1.94000 0.76 0.26 -0.16 -0.619
N -0.54840 -0.60280 0.34051 0.42 0.23 -0.37 -0.678
H 1.47263 -0.22938 0.89665 -0.36 -0.25 0.22 0.240
H 0.72784 1.06719 0.05703 -0.45 0.12 0.20 0.229
H 0.80594 -0.99469 -1.89451 -0.36 0.46 -0.25 0.203
H 2.21864 -1.19207 -1.01269 0.15 0.05 0.09 0.226
H 1.64553 1.61371 -2.21805 -0.38 -0.45 0.11 0.221
H 3.03265 1.05758 -1.32253 -0.13 -0.06 0.07 0.220
H 2.67016 0.30791 -2.83307 -0.04 0.10 -0.19 0.238
H -0.56252 -0.89482 1.31563 -0.20 -0.46 -0.06 0.455
H -1.34467 0.02276 0.19242 0.01 0.20 -0.09 0.467
H -0.69197 -1.33632 -0.35340 -0.22 -0.50 0.55 0.444
H -0.63737 0.93144 3.18792 0.04 0.13 0.22 0.481
H 0.82134 1.31647 3.41753 0.07 -0.02 0.03 0.500
O 0.25493 0.76678 2.86681 -0.33 -0.15 -0.19 -0.976
H -3.66237 -0.43562 -1.44088 -0.57 -0.30 0.07 0.506
H -3.83573 -0.99951 0.05678 -0.57 -0.11 -0.50 0.498
O -3.31660 -0.46879 -0.54918 1.26 0.41 0.50 -0.996
```
Forces are in eV/Å.


[3]
2 unconnected molecules or ions with the total composition C6H8F2OS, computed with wB97M-V/def2-TZVPD.

Summary:
spin multiplicity: 1
DFT total energy: -24664.4587 eV
E_LUMO: 0.34 eV
frontier orbital gap: 9.2 eV
max |F|: 4.1 eV/A
charge: 0
relative energy (zero: lowest compared OMol25 entry of this formula, charge and spin): 27.46 kcal/mol
HOMO: -8.85 eV

```
18
Properties=species:S:1:pos:R:3:forces:R:3:nbo_charge:R:1
C -0.02173 -0.35914 2.41634 -0.40 -3.05 -2.69 -0.219
C 0.21548 1.28269 -2.80518 -2.09 -1.05 0.05 -0.127
C -1.16370 -0.75516 1.82593 0.77 -0.75 1.92 0.157
C -0.72196 0.54893 -2.59188 0.69 -0.87 -0.01 0.377
C 1.26991 -1.11740 2.34840 -1.47 -1.62 1.08 -0.648
C 1.05990 2.44200 -2.88099 -0.19 0.57 -3.38 -0.671
O -2.29120 -2.19831 -0.02855 1.40 0.46 -0.24 -0.833
F -2.21607 0.06403 1.93525 -0.61 0.28 -0.41 -0.331
F -1.48543 -0.49982 -2.35876 0.55 1.17 -0.31 -0.283
S -1.54656 -2.44417 1.47118 -0.29 1.06 -0.89 0.511
H -0.02048 0.57274 2.80395 0.00 3.00 1.31 0.204
H -1.59043 -1.75268 -0.58436 -1.15 -0.83 0.58 0.486
H 1.02291 -2.22529 2.30384 0.70 1.36 -0.65 0.228
H 1.91136 -0.72897 1.57541 0.36 -0.18 -0.25 0.226
H 1.71513 -1.02928 3.32615 0.67 0.27 0.24 0.219
H 0.62321 3.15895 -2.24927 -0.29 1.35 0.62 0.240
H 1.24122 2.86251 -3.97136 -0.71 -0.84 2.16 0.233
H 1.99846 2.17836 -2.53612 2.06 -0.29 0.85 0.232
```
Forces are in eV/Å.


[4]
A molecular structure, C8H4Cl2N2S, computed with wB97M-V/def2-TZVPD.

Summary:
spin multiplicity: 1
DFT total energy: -47218.5235 eV
E_LUMO: -0.01 eV
frontier orbital gap: 9.1 eV
max |F|: 4.9 eV/A
charge: 0
relative energy (zero: lowest compared OMol25 entry of this formula, charge and spin): 0.00 kcal/mol
HOMO: -9.06 eV

```
17
Properties=species:S:1:pos:R:3:forces:R:3:nbo_charge:R:1
C 0.12778 1.58670 -2.17686 0.84 -2.26 -0.07 0.247
C -1.55897 -0.07818 1.74168 -3.01 -1.29 1.24 -0.391
C 0.75330 -0.37022 2.53281 0.64 -0.69 -1.86 -0.410
C -0.71559 -0.29896 0.71326 0.67 0.75 0.15 -0.191
C 0.66018 -0.38239 1.11374 -1.12 0.15 1.85 0.086
C 1.61923 0.06246 -0.97192 -0.20 -0.16 1.25 0.245
C 0.41254 0.24172 -1.79008 -3.71 -3.10 1.01 -0.380
C -1.14796 -0.34226 -0.67104 1.08 2.48 -2.22 -0.155
N 0.08477 2.66558 -2.51002 -0.52 2.48 -0.59 -0.270
N 1.70768 -0.28779 0.22756 0.93 -0.08 0.60 -0.402
S -0.77043 -0.25678 3.25119 -0.06 0.41 -0.13 0.512
Cl 3.07411 0.39270 -1.78383 0.91 0.12 -0.80 0.049
Cl -1.49490 -1.95473 -1.21415 -0.24 -0.53 -0.30 0.005
H -2.72648 -0.17120 1.77491 2.50 0.53 -0.38 0.255
H 1.62465 -0.55168 3.16332 -0.17 0.36 -0.45 0.255
H 0.39072 -0.63030 -2.56347 -0.19 2.10 0.91 0.298
H -2.04062 0.37533 -0.83710 1.65 -1.28 -0.21 0.248
```
Forces are in eV/Å.


Question: What is the formula in the fourth record?
Answer: C8H4Cl2N2S